(1)
The following is a quantum chemistry calculation of C11H17N3OS2 in the gas phase, from the OMol25 dataset.

Output
Energy relative to the best compared isomer or geometry (same formula, charge and spin) (kJ/mol): 0.0
Frontier orbital gap (hartree): 0.2870
Strongest force on any atom (Eh/bohr): 0.015
LUMO level (eV): 0.15

Positions of all 34 atoms, in Å:
1 C 3.221 3.834 1.360
2 H 3.346 4.553 2.164
3 C 1.769 3.830 0.900
4 N 1.556 2.869 -0.164
5 C 1.845 3.162 -1.456
6 S 2.407 4.596 -2.004
7 S 1.512 1.777 -2.465
8 C 0.974 0.809 -1.074
9 C 0.570 -0.469 -1.358
10 N 0.133 -1.478 -0.613
11 C -0.208 -1.438 0.790
12 H 0.138 -0.506 1.236
13 C -1.723 -1.573 0.949
14 N -2.170 -2.814 0.343
15 C -3.574 -3.066 0.580
16 H -3.751 -3.100 1.654
17 H -3.840 -4.031 0.152
18 H -4.225 -2.295 0.141
19 C -1.841 -2.823 -1.068
20 H -2.179 -3.767 -1.502
21 C -0.323 -2.702 -1.231
22 H -0.053 -2.723 -2.287
23 H 0.152 -3.546 -0.721
24 H -2.332 -1.994 -1.612
25 H -1.970 -1.592 2.011
26 H -2.215 -0.694 0.493
27 H 0.277 -2.286 1.284
28 H 0.645 -0.721 -2.412
29 C 1.079 1.598 0.129
30 O 0.807 1.277 1.276
31 H 1.110 3.535 1.720
32 H 1.486 4.817 0.524
33 H 3.875 4.113 0.537
34 H 3.504 2.848 1.722

=====

(2)
The following is a quantum chemistry calculation of C67H66N5O5P2RuS2 as an isolated structure in a non-equilibrium geometry, from the OMol25 dataset.

Output
Energy relative to the best compared isomer or geometry (same formula, charge and spin) (kJ/mol): 58.2
Charge: +2
Frontier orbital gap (alpha / beta) (hartree): 0.2589 / 0.2514
Strongest force on any atom (Eh/bohr): 0.043
Spin multiplicity: 2
LUMO level (alpha / beta) (eV): -5.49 / -5.72

Positions of all 148 atoms, in Å:
1 Ru 0.077 -0.232 -0.150
2 N 0.627 -2.396 -0.010
3 N 0.432 -3.249 -1.109
4 C 0.511 -2.717 -2.348
5 N 0.360 -3.549 -3.381
6 S 0.835 -1.095 -2.517
7 H 1.614 -2.439 0.251
8 H 0.057 -2.752 0.754
9 H 0.375 -4.240 -0.934
10 H 0.113 -4.519 -3.273
11 H 0.303 -3.146 -4.303
12 C -2.227 -0.846 6.886
13 C -1.473 -1.771 5.915
14 C -1.156 -3.105 6.612
15 C -2.352 -2.024 4.697
16 C -3.620 -2.590 4.813
17 C -4.452 -2.730 3.714
18 C -4.060 -2.247 2.473
19 C -2.805 -1.674 2.323
20 P -2.311 -0.647 0.868
21 C -3.009 0.912 1.515
22 C -4.078 1.571 0.931
23 C -4.551 2.761 1.475
24 C -3.952 3.301 2.598
25 C -2.871 2.648 3.183
26 C -2.399 1.467 2.645
27 C -3.388 -1.334 -0.438
28 C -4.780 -1.215 -0.466
29 C -5.530 -1.907 -1.405
30 C -4.912 -2.745 -2.319
31 C -3.530 -2.862 -2.311
32 C -2.784 -2.157 -1.382
33 C -1.968 -1.643 3.426
34 O -0.734 -1.131 3.139
35 C 0.126 -0.845 4.159
36 C 1.335 -0.333 3.725
37 C 2.296 -0.026 4.681
38 C 2.016 -0.203 6.026
39 C 0.798 -0.741 6.418
40 C -0.172 -1.098 5.489
41 P 1.736 -0.276 1.917
42 C 2.946 -1.654 2.052
43 C 4.315 -1.599 1.817
44 C 5.112 -2.719 2.012
45 C 4.557 -3.909 2.455
46 C 3.193 -3.979 2.706
47 C 2.399 -2.862 2.505
48 C 2.552 1.363 1.839
49 C 1.771 2.419 1.372
50 C 2.260 3.719 1.387
51 C 3.534 3.983 1.865
52 C 4.320 2.939 2.331
53 C 3.834 1.640 2.318
54 H -3.175 -1.292 7.186
55 H -2.437 0.118 6.419
56 H -1.641 -0.673 7.789
57 H -2.071 -3.575 6.975
58 H -0.499 -2.948 7.468
59 H -0.666 -3.796 5.925
60 H -3.970 -2.913 5.785
61 H -5.429 -3.179 3.829
62 H -4.740 -2.319 1.638
63 H -4.539 1.176 0.045
64 H -5.391 3.265 1.012
65 H -4.322 4.227 3.020
66 H -2.394 3.066 4.060
67 H -1.543 0.986 3.099
68 H -5.301 -0.590 0.243
69 H -6.606 -1.795 -1.412
70 H -5.504 -3.302 -3.033
71 H -3.037 -3.498 -3.035
72 H -1.711 -2.214 -1.402
73 H 3.271 0.337 4.391
74 H 2.758 0.055 6.769
75 H 0.609 -0.904 7.472
76 H 4.777 -0.682 1.489
77 H 6.175 -2.656 1.817
78 H 5.185 -4.775 2.619
79 H 2.753 -4.895 3.076
80 H 1.340 -2.919 2.744
81 H 0.769 2.253 1.010
82 H 1.633 4.527 1.029
83 H 3.913 4.997 1.884
84 H 5.313 3.134 2.714
85 H 4.476 0.852 2.684
86 C 3.534 4.607 -2.019
87 C 2.314 3.766 -2.375
88 S 2.558 2.060 -1.854
89 O 1.147 1.508 -1.647
90 C 3.224 1.345 -3.375
91 C 2.298 1.292 -4.577
92 H 3.381 5.637 -2.340
93 H 4.435 4.241 -2.514
94 H 3.711 4.603 -0.944
95 H 2.099 3.796 -3.442
96 H 1.421 4.079 -1.832
97 H 3.524 0.337 -3.080
98 H 4.129 1.927 -3.574
99 H 1.358 0.801 -4.333
100 H 2.777 0.715 -5.368
101 H 2.081 2.278 -4.980
102 O -0.911 1.761 0.013
103 C -1.508 1.602 -1.078
104 N -2.314 2.448 -1.737
105 C -2.652 1.872 -3.045
106 C -1.848 0.527 -2.966
107 O -1.758 -0.270 -3.862
108 N -1.341 0.427 -1.683
109 C -2.181 2.794 -4.158
110 C -3.074 3.531 -4.923
111 C -2.606 4.464 -5.842
112 C -1.246 4.665 -6.001
113 C -0.349 3.931 -5.235
114 C -0.815 3.010 -4.312
115 C -4.129 1.496 -3.178
116 C -4.548 0.748 -4.278
117 C -5.888 0.438 -4.439
118 C -6.828 0.865 -3.507
119 C -6.418 1.622 -2.423
120 C -5.073 1.940 -2.266
121 H -2.400 3.424 -1.504
122 H -4.140 3.390 -4.803
123 H -3.313 5.038 -6.426
124 H -0.884 5.391 -6.717
125 H 0.715 4.090 -5.361
126 H -0.122 2.452 -3.691
127 H -3.819 0.406 -5.000
128 H -6.205 -0.128 -5.306
129 H -7.875 0.627 -3.641
130 H -7.146 1.989 -1.709
131 H -4.763 2.580 -1.453
132 C 5.449 0.459 -0.607
133 C 4.503 -0.681 -0.873
134 O 3.302 -0.609 -0.645
135 C 5.064 -1.950 -1.423
136 C 6.434 -2.188 -1.502
137 C 6.906 -3.415 -1.948
138 C 6.014 -4.403 -2.337
139 C 4.645 -4.162 -2.293
140 C 4.176 -2.945 -1.835
141 H 4.941 1.263 -0.086
142 H 5.848 0.830 -1.555
143 H 6.300 0.121 -0.014
144 H 7.150 -1.428 -1.219
145 H 7.972 -3.595 -1.999
146 H 6.386 -5.354 -2.696
147 H 3.952 -4.927 -2.618
148 H 3.116 -2.726 -1.811

=====

(3)
The following is a quantum chemistry calculation of C4H7NO in the gas phase, from the OMol25 dataset.

Output
Energy relative to the best compared isomer or geometry (same formula, charge and spin) (kJ/mol): 253.9
Frontier orbital gap (hartree): 0.3829
Strongest force on any atom (Eh/bohr): 0.007
LUMO level (eV): 1.05

Positions of all 13 atoms, in Å:
1 O 1.997 0.683 0.304
2 C 0.931 0.213 -0.463
3 C 0.282 -1.184 -0.153
4 C -1.060 -0.469 -0.058
5 N -0.905 0.466 1.067
6 C -0.440 0.857 -0.278
7 H 1.642 0.859 1.187
8 H 1.243 0.257 -1.510
9 H 0.596 -1.649 0.786
10 H 0.379 -1.896 -0.977
11 H -2.037 -0.817 -0.379
12 H -1.801 0.924 1.225
13 H -0.826 1.754 -0.752

=====

(4)
The following is a quantum chemistry calculation of C29H29FeN2O2 as an isolated structure in a non-equilibrium geometry, from the OMol25 dataset.

Output
Energy relative to the best compared isomer or geometry (same formula, charge and spin) (kJ/mol): 0.0
Charge: -1
Frontier orbital gap (alpha / beta) (hartree): 0.0614 / 0.2774
Strongest force on any atom (Eh/bohr): 0.061
Spin multiplicity: 5
LUMO level (alpha / beta) (eV): 2.66 / 1.81

Positions of all 63 atoms, in Å:
1 C -0.977 -3.429 2.918
2 O -0.698 -2.043 2.653
3 C -1.710 -1.142 2.552
4 C -1.289 0.186 2.505
5 N 0.112 0.465 2.558
6 C 1.048 -0.017 1.680
7 N 2.230 0.312 2.266
8 C 3.543 -0.040 1.790
9 C 2.038 1.093 3.405
10 C 0.714 1.199 3.577
11 C -2.197 1.238 2.640
12 O -1.626 2.462 2.736
13 C -2.394 3.672 2.613
14 C -3.580 0.962 2.650
15 C -3.994 -0.370 2.620
16 C -3.087 -1.432 2.588
17 H 0.005 -3.875 3.077
18 H -1.597 -3.555 3.818
19 H -1.468 -3.898 2.054
20 H 3.467 -0.800 1.006
21 H 4.069 0.840 1.391
22 H 4.145 -0.433 2.620
23 H 2.851 1.484 3.983
24 H 0.137 1.706 4.318
25 H -1.640 4.460 2.624
26 H -2.951 3.691 1.668
27 H -3.082 3.793 3.460
28 H -4.303 1.781 2.682
29 H -5.062 -0.589 2.633
30 H -3.431 -2.469 2.605
31 C -0.909 -3.580 -2.005
32 C -1.348 -2.375 -1.314
33 C -1.557 -1.339 -2.313
34 C -1.249 -1.900 -3.612
35 C -0.837 -3.277 -3.425
36 Fe 0.294 -2.070 -2.327
37 C 2.134 -2.827 -2.173
38 C 1.706 -2.192 -0.934
39 C 1.336 -0.844 -1.225
40 C 1.553 -0.586 -2.668
41 C 1.133 0.549 -3.426
42 C 1.228 1.881 -2.970
43 C 0.589 2.930 -3.692
44 C 0.627 4.235 -3.229
45 C 1.342 4.546 -2.059
46 C 2.017 3.536 -1.354
47 C 1.975 2.224 -1.802
48 C 2.025 -1.862 -3.231
49 H -0.738 -4.549 -1.547
50 H -1.567 -2.289 -0.256
51 H -1.986 -0.359 -2.128
52 H -1.428 -1.419 -4.570
53 H -0.626 -3.989 -4.219
54 H 2.523 -3.838 -2.268
55 H 1.687 -2.617 0.066
56 H 1.044 -0.115 -0.472
57 H 0.756 0.351 -4.437
58 H 0.054 2.662 -4.605
59 H 0.104 5.021 -3.778
60 H 1.387 5.578 -1.712
61 H 2.591 3.776 -0.457
62 H 2.528 1.446 -1.275
63 H 2.333 -1.960 -4.271